(1)
{
  "formula": "C7H10O2",
  "method": "ωB97M-V/def2-TZVPD",
  "fmax_ha_per_bohr": 0.0865,
  "multiplicity": 1,
  "e_homo_ha": [-0.2579, -0.2581],
  "charge": 0,
  "de_lowest_ev": 6.607,
  "species": ["C", "C", "C", "C", "C", "C", "C", "O", "O", "H", "H", "H", "H", "H", "H", "H", "H", "H", "H"],
  "positions_angstrom": [[1.182, 1.446, 0.394], [-0.087, 1.132, 0.894], [-0.674, 0.035, 0.310], [1.211, -0.481, -0.908], [-0.696, 2.013, 1.923], [1.357, -0.793, -2.382], [-1.415, -2.183, 0.173], [1.728, 0.690, -0.512], [-1.409, -0.942, 0.832], [1.726, 2.311, 0.746], [-0.879, 1.674, 2.947], [0.030, 2.771, 2.022], [-1.672, 2.365, 1.743], [2.024, -0.136, -2.790], [1.671, -1.832, -2.645], [0.462, -0.592, -2.971], [-1.999, -2.721, 0.996], [-0.373, -2.588, -0.122], [-2.188, -2.167, -0.651]]
}

=====

(2)
{
  "formula": "C28H27AsBN4O2S5Tc",
  "method": "ωB97M-V/def2-TZVPD",
  "fmax_ha_per_bohr": 0.0119,
  "multiplicity": 1,
  "e_homo_ha": -0.5048,
  "charge": 2,
  "de_lowest_ev": 0.000,
  "species": ["Tc", "C", "C", "C", "C", "C", "C", "C", "C", "C", "C", "N", "C", "C", "C", "C", "C", "N", "H", "H", "H", "H", "H", "H", "H", "H", "H", "H", "H", "H", "H", "H", "H", "H", "H", "S", "As", "S", "S", "S", "N", "C", "N", "C", "C", "C", "C", "C", "C", "S", "H", "H", "H", "H", "H", "H", "O", "B", "O", "C", "C", "C", "C", "C", "C", "H", "H", "H", "H"],
  "positions_angstrom": [[0.141, -0.256, 0.259], [4.778, -0.873, -0.213], [3.680, -0.922, -1.276], [3.283, 0.445, -1.774], [3.851, 0.947, -2.939], [3.553, 2.225, -3.394], [2.683, 3.028, -2.679], [2.102, 2.579, -1.496], [1.147, 3.488, -0.756], [1.867, 4.631, -0.036], [2.416, 1.288, -1.065], [1.811, 0.789, 0.145], [2.290, 1.303, 1.309], [1.549, 1.074, 2.424], [1.611, 1.427, 3.792], [0.466, 0.932, 4.363], [-0.285, 0.291, 3.338], [0.350, 0.366, 2.180], [5.067, -1.880, 0.090], [4.445, -0.342, 0.681], [5.662, -0.363, -0.595], [2.807, -1.455, -0.888], [4.026, -1.513, -2.127], [4.546, 0.326, -3.491], [4.004, 2.592, -4.305], [2.444, 4.021, -3.039], [0.549, 2.925, -0.032], [0.444, 3.908, -1.480], [2.594, 4.253, 0.684], [1.157, 5.262, 0.497], [2.406, 5.255, -0.746], [3.203, 1.885, 1.297], [2.396, 1.989, 4.270], [0.171, 1.004, 5.397], [-1.223, -0.233, 3.439], [0.135, -0.616, -5.298], [1.610, -1.634, -4.427], [-0.644, -1.588, -1.623], [-0.124, 0.308, -2.001], [0.710, -2.816, -2.556], [-2.607, 1.651, -0.103], [-2.827, 0.513, 0.562], [-1.902, -0.403, 0.816], [-2.446, -1.480, 1.554], [-1.774, -2.614, 1.994], [-2.473, -3.559, 2.727], [-3.824, -3.391, 3.018], [-4.504, -2.267, 2.582], [-3.797, -1.323, 1.854], [-4.398, 0.174, 1.191], [-1.760, 1.794, -0.628], [-3.358, 2.306, -0.245], [-0.730, -2.779, 1.767], [-1.957, -4.445, 3.072], [-4.350, -4.145, 3.587], [-5.554, -2.130, 2.801], [2.284, -1.766, 1.925], [1.361, -1.888, 0.912], [1.296, -3.167, 0.417], [2.251, -3.878, 1.134], [2.602, -5.203, 1.015], [3.607, -5.641, 1.871], [4.213, -4.784, 2.791], [3.843, -3.447, 2.900], [2.849, -3.028, 2.045], [2.126, -5.860, 0.301], [3.927, -6.672, 1.823], [4.989, -5.169, 3.437], [4.306, -2.779, 3.612]]
}

=====

(3)
{
  "formula": "BrClFHN3O",
  "method": "ωB97M-V/def2-TZVPD",
  "fmax_ha_per_bohr": 0.0908,
  "multiplicity": 1,
  "e_homo_ha": -0.1382,
  "charge": -1,
  "de_lowest_ev": 5.399,
  "species": ["N", "N", "N", "O", "F", "Cl", "Br", "H"],
  "positions_angstrom": [[-1.971, -2.240, -0.406], [-1.933, -1.151, -0.010], [-3.015, -0.097, -0.495], [-1.349, -3.299, -0.415], [2.296, -0.820, -0.206], [-0.425, 0.038, 0.875], [-2.992, 1.471, 0.225], [1.432, -0.822, 0.140]]
}

=====

(4)
{
  "formula": "C44H60EuN4S4",
  "method": "ωB97M-V/def2-TZVPD",
  "fmax_ha_per_bohr": 0.0543,
  "multiplicity": 7,
  "e_homo_ha": [-0.3150, -0.3145],
  "s_squared": 12.01,
  "charge": 1,
  "species": ["Eu", "C", "C", "S", "C", "C", "S", "C", "C", "S", "C", "C", "S", "H", "H", "H", "H", "H", "H", "H", "H", "H", "H", "H", "H", "H", "H", "H", "H", "C", "C", "C", "C", "C", "C", "C", "C", "C", "C", "C", "C", "C", "C", "C", "C", "N", "C", "C", "C", "N", "C", "C", "C", "N", "C", "C", "C", "C", "C", "C", "C", "C", "C", "C", "C", "C", "N", "C", "C", "H", "H", "H", "H", "H", "H", "H", "H", "H", "H", "H", "H", "H", "H", "H", "H", "H", "H", "H", "H", "H", "H", "H", "H", "H", "H", "H", "H", "H", "H", "H", "H", "H", "H", "H", "H", "H", "H", "H", "H", "H", "H", "H", "H"],
  "positions_angstrom": [[9.554, -14.991, -10.616], [8.250, -13.890, -14.416], [7.158, -14.819, -13.924], [6.936, -14.847, -12.121], [5.837, -13.480, -11.680], [6.499, -12.122, -11.667], [7.877, -12.039, -10.496], [8.791, -10.664, -11.358], [10.196, -10.703, -10.873], [11.103, -12.238, -11.269], [11.658, -12.070, -13.020], [10.807, -12.643, -14.154], [9.912, -14.157, -13.589], [8.014, -12.803, -14.193], [8.369, -13.946, -15.506], [7.353, -15.822, -14.239], [6.191, -14.519, -14.301], [5.387, -13.726, -10.659], [5.024, -13.544, -12.393], [5.763, -11.396, -11.237], [6.705, -11.782, -12.681], [8.248, -9.832, -10.964], [8.731, -10.813, -12.443], [10.320, -10.797, -9.776], [10.808, -9.866, -11.250], [12.621, -12.516, -13.173], [11.645, -10.957, -13.231], [11.479, -13.076, -14.893], [10.123, -11.932, -14.734], [5.522, -16.025, -4.862], [5.510, -15.396, -6.269], [6.320, -16.018, -7.364], [5.972, -17.010, -8.293], [4.911, -18.009, -8.066], [5.117, -18.878, -6.782], [7.098, -17.074, -9.255], [7.201, -17.965, -10.399], [8.279, -18.040, -11.276], [8.239, -18.860, -12.512], [6.953, -19.581, -12.922], [6.702, -20.847, -12.036], [9.427, -18.574, -13.185], [10.222, -17.702, -12.241], [11.527, -17.270, -12.512], [12.287, -16.282, -11.817], [11.868, -15.777, -10.548], [12.973, -15.258, -9.925], [12.935, -14.684, -8.636], [11.768, -14.154, -8.052], [10.467, -14.516, -8.390], [9.652, -14.116, -7.336], [8.283, -14.460, -7.186], [7.546, -15.452, -7.856], [7.999, -16.139, -8.960], [10.431, -13.290, -6.354], [11.747, -13.352, -6.813], [12.966, -12.867, -6.139], [13.838, -12.024, -7.047], [10.030, -12.822, -4.994], [10.120, -13.956, -3.919], [14.172, -15.368, -10.790], [13.716, -15.940, -11.966], [14.468, -16.239, -13.272], [13.639, -16.326, -14.554], [15.609, -15.146, -10.245], [16.318, -16.451, -9.962], [9.466, -17.311, -11.170], [9.942, -19.268, -14.412], [10.746, -20.528, -14.055], [4.827, -16.860, -4.897], [5.103, -15.312, -4.074], [6.542, -16.248, -4.604], [5.780, -14.307, -6.150], [4.464, -15.310, -6.559], [4.785, -18.652, -8.941], [3.956, -17.558, -8.044], [6.188, -18.963, -6.579], [4.672, -19.897, -6.924], [4.633, -18.365, -5.918], [6.330, -18.637, -10.586], [7.070, -19.915, -13.945], [6.140, -18.813, -12.895], [7.576, -21.513, -12.075], [5.741, -21.306, -12.269], [6.580, -20.499, -10.987], [12.106, -17.825, -13.314], [13.905, -14.519, -8.111], [7.751, -13.868, -6.420], [13.491, -13.827, -5.823], [12.783, -12.263, -5.228], [14.108, -12.611, -7.929], [14.799, -11.735, -6.629], [13.384, -11.105, -7.458], [8.958, -12.453, -5.039], [10.741, -12.038, -4.703], [10.071, -14.993, -4.329], [9.318, -13.862, -3.157], [11.083, -13.813, -3.454], [15.065, -17.187, -13.096], [15.222, -15.438, -13.260], [13.306, -17.312, -14.719], [14.058, -15.892, -15.471], [12.688, -15.760, -14.517], [15.633, -14.424, -9.442], [16.137, -14.671, -11.077], [15.771, -16.995, -9.160], [17.341, -16.237, -9.615], [16.378, -17.051, -10.875], [10.604, -18.526, -14.853], [9.089, -19.442, -15.022], [11.417, -20.386, -13.164], [11.454, -20.825, -14.830], [10.089, -21.358, -13.813]]
}